(1)
Here is an isolated ion of composition C7H16N4 and charge +2 at a distorted geometry from the OMol25 dataset. Energies are from ωB97M-V/def2-TZVPD.

```
! wB97M-V def2-TZVPD RIJCOSX def2/J DEFGRID3
* xyz 2 1
C -0.208 -0.852 1.342
C -1.895 -3.887 -0.913
C -2.536 -2.549 -0.854
C 1.688 2.213 -1.763
C 0.057 2.874 0.040
C 1.283 0.790 2.423
C 1.005 1.908 -0.520
N -0.848 -1.613 0.574
N 0.706 0.214 1.203
N 1.216 0.744 0.050
N -1.187 -1.992 -0.591
H -0.291 -1.135 2.339
H -2.001 -4.588 -0.026
H -1.446 -4.342 -1.871
H -2.808 -2.174 -1.863
H -3.268 -2.222 0.014
H 0.986 2.359 -2.588
H 2.295 3.069 -1.707
H 2.298 1.418 -2.035
H 0.467 3.134 1.033
H -0.981 2.627 0.270
H 0.056 3.647 -0.686
H 0.786 1.672 2.453
H 0.996 -0.076 3.074
H 2.294 0.871 2.338
H -0.494 -2.230 -1.313
H 1.832 0.122 -0.420
*
```

## Properties
Orbital gap (alpha / beta) in hartree: 0.27197 / 0.29701
ΔE to the lowest compared entry with this formula, charge and spin in kJ/mol: 679.6
Calculated total energy in Eh: -494.487631


(2)
Here is an isolated ion of composition C7H16N7O and charge +1 at a distorted geometry from the OMol25 dataset. Energies are from ωB97M-V/def2-TZVPD.

```
! wB97M-V def2-TZVPD RIJCOSX def2/J DEFGRID3
* xyz 1 1
C 2.411 -1.385 -0.103
C 1.773 -0.159 -0.375
C -0.422 -0.791 -0.935
C -0.057 1.240 0.269
C -1.776 1.773 -1.408
C -2.543 -2.133 -0.054
C 0.671 1.706 1.457
N 3.689 -1.190 -0.296
N 2.680 0.764 -0.703
N 3.783 0.070 -0.617
N -1.552 -0.768 1.513
N 0.401 0.146 -0.440
N -1.053 1.943 -0.217
N -1.210 -1.575 0.473
O 1.232 0.591 2.092
H 1.975 -2.276 0.012
H -1.186 -0.450 -1.697
H 0.275 -1.570 -1.519
H -2.585 0.959 -1.436
H -2.189 2.836 -1.593
H -0.965 1.425 -2.201
H -2.320 -2.729 -1.052
H -3.047 -2.497 0.775
H -3.279 -1.384 -0.194
H 0.250 2.331 2.287
H 1.390 2.478 1.032
H 4.566 0.510 -1.047
H -0.903 -1.042 2.265
H -1.567 2.528 0.404
H -0.393 -2.183 0.650
H 1.951 0.833 2.658
*
```

## Properties
Orbital gap (alpha / beta) in hartree: 0.29218 / 0.29215
ΔE to the lowest compared entry with this formula, charge and spin in kJ/mol: 254.0
Calculated total energy in Eh: -734.400671


Look up the calculated total energy of the second one. -734.400671 Eh